Record 1
49
Properties=species:S:1:pos:R:3:forces:R:3:nbo_charge:R:1 method="wB97M-V/def2-TZVPD" energy_ha=-999.147219 lumo_ev=0.13 gap_ev=8.97 e_above_lowest_kj_mol=1357.21
C 1.76544 0.54677 4.99104 7.21 3.06 -6.01 -0.57
C 1.77881 -0.16601 3.54616 -5.57 -0.01 8.44 0.03
C 0.76501 -1.18358 3.23029 1.93 5.06 4.51 -0.31
C 0.83656 -1.77507 2.12339 0.69 -4.65 -4.88 0.07
C 2.00418 -1.43372 1.16549 -7.03 -4.40 1.19 -0.29
C 2.84078 -0.57124 1.60939 4.87 2.22 -1.97 -0.17
C 2.77445 0.16860 2.90283 6.67 -1.11 -9.13 -0.26
H 3.72019 0.69014 2.90494 -0.53 0.92 1.60 0.24
H 3.70658 -0.52596 0.80420 -1.16 0.86 2.12 0.21
H 1.82724 -2.05238 0.27588 1.34 0.69 -0.14 0.23
C -0.37387 -2.90410 1.86071 5.08 4.54 -2.84 -0.23
N -1.06350 -2.12117 0.90931 -4.25 7.09 -2.75 -0.59
C -0.96881 -2.04398 -0.52791 0.09 -11.85 4.26 0.64
O -0.72848 -3.27285 -0.96849 0.15 5.07 0.16 -0.65
C -1.46359 -1.00924 -1.32639 -5.99 3.21 2.88 -0.26
C -0.39446 -0.06728 -1.34543 1.35 3.25 -2.86 -0.25
N -0.72929 1.29489 -2.09645 -3.09 -11.33 -2.29 -0.44
C -1.54772 1.12876 -3.12300 -1.63 -3.26 -3.00 0.70
O -1.99909 1.95567 -3.86537 -0.29 2.29 -0.13 -0.62
C -1.81643 -0.36708 -3.64054 1.27 1.13 -1.72 -0.52
C -2.04824 -1.38211 -2.64979 -6.33 -1.27 2.48 -0.40
H -1.89308 -2.42682 -2.74471 1.11 -0.84 -1.22 0.27
H -3.31416 -1.49232 -2.56567 3.14 0.51 0.44 0.19
H -0.89523 -0.67270 -4.01844 2.68 0.07 -0.67 0.22
H -2.29794 -0.52475 -4.65184 -0.70 1.07 1.60 0.26
C -0.41185 2.38115 -1.56886 2.41 9.35 4.96 -0.05
H -0.78318 3.31690 -2.13691 0.44 -1.80 0.57 0.25
C 1.11076 2.44594 -1.46082 -1.31 8.35 1.99 -0.41
H 1.46845 3.27320 -2.08875 0.32 -1.18 -0.97 0.23
C 1.33119 3.28307 -0.02317 2.79 -4.59 -0.78 -0.39
C 0.34325 2.44861 0.81384 -0.32 1.79 1.47 -0.43
H 0.29492 3.10235 1.74486 -0.66 -1.45 -0.48 0.21
C -0.94238 2.50933 -0.06136 6.01 7.73 -1.89 -0.39
H -1.52201 1.84727 0.23449 -5.86 -6.19 2.15 0.18
H -1.40720 3.53604 0.08451 0.34 -1.27 -0.21 0.20
H 0.54593 1.37781 1.09254 0.53 1.16 -0.33 0.21
H 2.53824 3.00706 0.21982 -3.33 1.51 -0.19 0.21
H 0.99140 4.34262 0.05864 0.79 -0.78 -0.64 0.22
H 1.63876 1.59566 -1.44817 1.84 -3.09 -0.08 0.20
H 0.07645 -0.01586 -0.37272 0.25 0.92 -0.11 0.25
H 0.24092 -0.53888 -2.07578 1.39 -0.07 0.06 0.22
H -2.47654 -0.45936 -0.46642 2.79 -1.42 -2.46 0.18
H -1.46756 -1.06205 1.30519 1.69 -4.07 -1.13 0.37
H -0.86796 -2.85599 2.75444 -1.39 -1.24 2.08 0.22
H 0.10667 -3.70408 1.34993 -0.37 -1.37 0.30 0.25
H 0.01806 -1.21467 3.97240 -1.00 -0.72 0.69 0.21
H 2.48903 0.13700 5.64249 0.87 -0.73 0.56 0.21
H 2.17198 1.71049 4.78303 -1.67 -3.04 0.85 0.20
H 0.91457 0.43490 5.35954 -7.55 -0.11 3.52 0.18

=====

Record 2
50
Properties=species:S:1:pos:R:3:forces:R:3:nbo_charge:R:1 method="wB97M-V/def2-TZVPD" energy_ha=-1074.855558 lumo_ev=0.83 gap_ev=9.54 e_above_lowest_kj_mol=125.44
C 5.72258 -2.28901 1.89310 -0.10 0.13 -0.19 -0.61
C 5.10978 -2.04235 0.51908 0.11 -0.21 0.00 -0.40
C 4.61786 -3.31939 -0.16261 -0.06 0.19 0.10 -0.38
C 3.51759 -4.04903 0.62245 0.22 0.05 0.03 -0.47
C 2.35717 -3.15919 0.86823 -0.34 -0.06 -0.53 0.54
N 1.50288 -2.75496 -0.00712 0.43 -0.44 -0.39 -0.49
C 0.63860 -1.93298 0.68047 0.09 0.25 1.07 0.14
C -0.47258 -1.21309 0.26944 0.11 -0.04 0.21 -0.22
C -1.13481 -0.46282 1.22947 -0.03 -0.24 0.09 -0.12
C -2.40492 0.25456 0.87957 0.07 -0.13 0.10 0.68
O -3.46514 -0.09953 1.36967 -0.13 -0.14 0.20 -0.63
N -2.31305 1.27774 0.00265 -0.11 0.05 -0.16 -0.44
C -1.07940 1.81336 -0.52923 0.60 0.28 0.03 -0.22
C -0.96767 3.30198 -0.20295 -0.06 -0.10 -0.26 -0.40
C -2.16259 4.03693 -0.79731 0.04 0.12 0.21 -0.41
C -3.44811 3.45140 -0.22286 0.10 -0.12 -0.18 -0.40
C -3.53744 1.93495 -0.42092 -0.57 0.00 -0.28 -0.08
C -3.94088 1.50841 -1.84069 -0.22 -0.13 0.34 -0.06
O -3.04769 1.97440 -2.82747 0.10 0.13 0.20 -0.56
C -3.41875 1.57895 -4.12119 -0.05 -0.06 -0.11 -0.24
C -0.71229 -0.44870 2.56313 -0.08 0.07 -0.13 -0.18
C 0.39743 -1.15546 2.98676 0.34 -0.22 0.08 -0.24
C 1.06101 -1.89282 2.02559 -0.85 0.42 -0.87 0.23
O 2.16014 -2.68300 2.12740 0.27 -0.08 0.38 -0.42
H 6.49654 -3.05164 1.83448 0.11 -0.09 0.05 0.20
H 4.96757 -2.61192 2.60511 -0.02 -0.05 0.14 0.21
H 6.17183 -1.37431 2.27307 0.05 0.03 0.11 0.21
H 5.85831 -1.57872 -0.12782 -0.08 0.07 -0.02 0.21
H 4.27951 -1.33865 0.61259 -0.01 0.09 -0.06 0.20
H 4.22266 -3.06396 -1.14714 0.03 -0.08 -0.04 0.22
H 5.45629 -4.00567 -0.29744 0.01 -0.03 -0.07 0.20
H 3.89861 -4.39682 1.58228 -0.02 -0.09 -0.02 0.23
H 3.18070 -4.90745 0.03928 -0.04 0.00 0.12 0.24
H -0.80633 -1.24687 -0.75502 -0.04 0.03 -0.16 0.23
H -0.23702 1.26842 -0.10255 -0.13 0.09 -0.12 0.22
H -1.07902 1.68667 -1.61617 0.13 -0.04 0.11 0.21
H -0.03408 3.69010 -0.61210 0.06 0.00 0.03 0.21
H -0.94968 3.43607 0.88137 0.06 0.00 0.06 0.20
H -2.15830 3.91416 -1.87978 0.03 0.11 -0.01 0.22
H -2.10857 5.10262 -0.56644 0.00 0.02 -0.05 0.21
H -4.31887 3.91896 -0.68383 -0.08 0.01 0.04 0.21
H -3.48342 3.65530 0.85019 -0.05 0.02 0.02 0.21
H -4.32309 1.53950 0.23578 0.16 0.10 -0.22 0.26
H -3.98713 0.40803 -1.87128 -0.03 0.09 0.01 0.18
H -4.95253 1.89299 -2.04619 0.05 -0.03 0.02 0.17
H -4.40727 1.97269 -4.38924 0.03 -0.01 -0.01 0.17
H -3.44192 0.48566 -4.21207 0.00 0.03 -0.02 0.17
H -2.67052 1.98402 -4.79979 -0.06 -0.04 -0.07 0.19
H -1.27979 0.13118 3.27467 -0.06 0.03 0.08 0.23
H 0.72577 -1.14072 4.01339 0.01 0.03 0.13 0.23

=====

Record 3
53
Properties=species:S:1:pos:R:3:forces:R:3:nbo_charge:R:1 method="wB97M-V/def2-TZVPD" energy_ha=-1623.561907 lumo_ev=0.38 gap_ev=9.14 e_above_lowest_kj_mol=12.86
O 2.39144 -0.72060 -1.44012 -0.03 0.05 -0.26 -0.60
C 2.56678 -0.67809 -0.24518 0.17 -0.39 0.48 0.70
N 1.59681 -0.38148 0.66932 -0.10 0.04 0.40 -0.60
C 0.28045 0.02249 0.44723 -0.32 0.06 -0.12 0.17
C -0.51380 0.28196 1.56671 -0.04 -0.02 -0.12 -0.24
C -1.82980 0.67093 1.41230 0.07 0.05 0.10 -0.18
C -2.35550 0.80444 0.14105 -0.70 0.30 -0.11 -0.36
S -4.08145 1.25606 -0.05386 -0.22 -0.10 0.01 2.34
O -4.49560 1.93676 1.13844 0.21 -0.22 0.16 -0.94
O -4.23372 1.90456 -1.32255 0.24 -0.23 -0.13 -0.94
N -4.95652 -0.15014 -0.12718 0.36 1.02 0.02 -0.68
C -5.14484 -0.90253 1.08768 0.18 -0.16 0.69 -0.23
C -4.12984 -2.03883 1.23262 -0.26 -0.09 -0.12 -0.42
C -4.16603 -2.92130 -0.01352 0.29 0.11 0.03 -0.40
C -3.88550 -2.07258 -1.25199 -0.28 -0.08 0.07 -0.42
C -4.90240 -0.93191 -1.33747 0.31 -0.17 -0.63 -0.23
C -1.57420 0.57396 -0.97472 0.00 0.07 0.06 -0.19
C -0.25696 0.17816 -0.82985 0.06 -0.03 -0.14 -0.20
C 3.92908 -0.93766 0.40108 0.04 0.07 -0.44 -0.30
C 4.84536 -1.66124 -0.58367 -0.03 -0.18 0.14 -0.40
C 6.24518 -1.82784 -0.00744 -0.02 0.18 -0.18 -0.39
C 6.84731 -0.45915 0.28569 0.07 -0.16 0.19 -0.41
C 5.97798 0.29790 1.28345 0.04 0.10 -0.24 -0.39
C 4.51314 0.42494 0.84639 0.05 0.00 0.13 -0.31
C 4.26815 1.45519 -0.24270 -0.43 0.43 0.56 0.80
O 3.41876 2.30331 -0.15128 -0.06 0.07 -0.05 -0.59
O 5.04851 1.33788 -1.31324 0.59 -0.21 -0.53 -0.69
H 1.87165 -0.37582 1.64217 0.07 -0.04 -0.22 0.40
H -0.09346 0.18232 2.55759 0.04 -0.01 0.11 0.21
H -2.45622 0.89048 2.26228 0.00 0.02 0.16 0.24
H -5.07333 -0.18960 1.90919 -0.16 -0.18 0.10 0.24
H -6.15925 -1.31916 1.07430 0.03 0.07 0.02 0.20
H -3.12691 -1.62419 1.35418 0.00 -0.04 0.06 0.20
H -4.36888 -2.62427 2.12186 0.03 0.02 0.06 0.21
H -3.42707 -3.72063 0.06944 -0.07 -0.06 -0.01 0.21
H -5.15307 -3.38112 -0.10361 -0.06 -0.10 -0.01 0.19
H -2.87498 -1.66396 -1.18973 0.00 -0.05 -0.06 0.21
H -3.95231 -2.68205 -2.15437 0.05 0.02 -0.06 0.21
H -4.66452 -0.23906 -2.14458 -0.14 -0.18 -0.12 0.24
H -5.90191 -1.34650 -1.51641 0.03 0.07 -0.01 0.20
H -2.00470 0.72360 -1.95218 0.03 0.00 -0.16 0.24
H 0.36018 -0.00474 -1.69290 -0.01 0.01 -0.01 0.25
H 3.80018 -1.55876 1.29491 -0.02 0.05 0.00 0.22
H 4.89409 -1.08945 -1.51018 -0.05 -0.10 0.00 0.23
H 4.40847 -2.63390 -0.81764 -0.03 0.03 -0.07 0.22
H 6.87216 -2.36611 -0.71925 0.01 -0.08 0.04 0.21
H 6.20006 -2.41674 0.91256 0.05 -0.09 0.05 0.19
H 7.85104 -0.56900 0.70061 0.03 0.04 -0.03 0.21
H 6.92349 0.10639 -0.64217 0.10 -0.02 0.01 0.22
H 6.38452 1.29664 1.45476 0.00 0.00 0.12 0.22
H 5.99217 -0.23493 2.23801 -0.01 0.04 0.05 0.21
H 3.93348 0.79131 1.70267 0.06 0.03 -0.24 0.23
H 4.79463 1.99050 -1.98579 -0.18 0.02 0.26 0.51

=====

Record 4
54
Properties=species:S:1:pos:R:3:forces:R:3:nbo_charge:R:1 method="wB97M-V/def2-TZVPD" energy_ha=-1698.814610 lumo_ev=0.46 gap_ev=9.43 e_above_lowest_kj_mol=22.35
C 5.40246 0.56490 -0.22373 -0.08 0.01 -0.07 -0.63
C 4.23236 1.02961 0.58429 -0.02 -0.02 0.14 -0.01
C 4.11103 2.35361 0.98365 -0.02 -0.02 0.03 -0.20
C 3.00058 2.78007 1.69305 0.00 0.14 -0.03 -0.21
C 1.97887 1.89702 1.98799 -0.09 -0.12 0.00 -0.23
C 2.08395 0.56751 1.58961 0.38 0.07 -0.06 -0.06
C 1.00436 -0.42873 1.82561 -0.24 0.24 0.28 0.68
O 1.20701 -1.60030 2.06585 0.15 -0.26 -0.08 -0.62
N -0.25354 0.10249 1.78696 -0.24 0.16 -0.04 -0.62
C -1.41489 -0.74800 1.70668 -0.04 0.07 0.24 -0.16
C -2.12743 -0.48191 0.39573 0.17 0.27 0.18 0.83
O -2.24048 0.60942 -0.10757 -0.16 -0.05 0.03 -0.63
O -2.64440 -1.59588 -0.12925 0.16 -0.40 -0.02 -0.50
C -3.50454 -1.45999 -1.25225 -0.52 0.29 -0.31 -0.17
C -2.83395 -1.09347 -2.57813 0.14 -0.19 0.52 0.67
O -3.49992 -0.83009 -3.55570 -0.27 0.09 -0.19 -0.62
N -1.48924 -1.11906 -2.57135 0.27 -0.17 0.07 -0.65
C -0.72422 -0.60466 -3.69074 -0.63 0.00 -0.60 -0.06
C -0.79915 0.93594 -3.74033 -0.34 -0.15 -0.30 -0.42
C -0.12414 1.46721 -2.48945 0.40 -0.45 0.08 -0.67
S 1.09452 0.17164 -2.06819 0.48 0.25 -0.37 2.16
O 2.44072 0.66497 -2.10779 0.15 0.15 -0.29 -0.93
O 0.66561 -0.49754 -0.86466 -0.26 -0.34 0.11 -0.98
C 0.73082 -0.94880 -3.47120 -0.07 0.57 0.61 -0.66
C -2.37850 -0.47510 2.88837 0.05 -0.28 -0.01 -0.20
C -3.65448 -1.30259 2.76617 0.10 0.25 0.02 -0.61
C -1.66044 -0.78639 4.19773 -0.04 0.17 -0.21 -0.61
C 3.21817 0.14168 0.91322 -0.08 0.11 0.16 -0.18
H 5.08586 0.46184 -1.26165 0.09 -0.04 -0.11 0.23
H 5.75081 -0.40586 0.12199 0.08 -0.06 -0.01 0.22
H 6.22303 1.27685 -0.17756 0.08 0.00 -0.02 0.21
H 4.89279 3.05924 0.74003 0.09 0.05 -0.02 0.21
H 2.92910 3.81062 2.01100 0.00 0.06 0.03 0.21
H 1.11939 2.23559 2.54907 -0.07 0.02 0.05 0.21
H -0.36967 1.02066 1.38449 0.10 -0.07 -0.03 0.41
H -1.07074 -1.78687 1.73993 -0.08 0.13 -0.01 0.26
H -4.00268 -2.42554 -1.36414 0.09 0.14 -0.01 0.23
H -4.25880 -0.68861 -1.05744 0.13 -0.15 -0.06 0.22
H -0.97987 -1.22044 -1.70040 -0.30 -0.12 -0.04 0.43
H -1.14602 -1.02796 -4.60908 0.22 0.06 0.11 0.24
H -0.28686 1.28382 -4.63828 -0.01 0.02 -0.03 0.22
H -1.84353 1.24322 -3.79743 0.07 0.03 -0.02 0.25
H -0.80853 1.54076 -1.64812 0.04 -0.06 0.08 0.28
H 0.40682 2.40054 -2.63512 0.14 0.04 0.02 0.26
H 1.36296 -0.68635 -4.31235 0.04 0.11 -0.06 0.25
H 0.89825 -1.97341 -3.15777 0.10 -0.06 0.14 0.26
H -2.63652 0.58985 2.86474 0.03 -0.02 -0.05 0.20
H -4.25740 -1.18594 3.66381 -0.09 -0.01 0.05 0.22
H -4.25365 -0.98728 1.91523 -0.14 -0.03 -0.09 0.20
H -3.41329 -2.35624 2.64748 -0.01 -0.16 -0.01 0.21
H -2.29254 -0.52957 5.04449 -0.05 0.00 0.10 0.21
H -1.41770 -1.84461 4.25044 0.04 -0.16 0.04 0.21
H -0.73470 -0.22246 4.27003 0.09 0.02 0.08 0.22
H 3.28235 -0.89540 0.62203 0.00 -0.14 -0.05 0.23